No. 1
{"formula": "C35H44Cl4I3NO16PS2", "method": "ωB97M-V/def2-TZVPD", "total_charge": 1, "spin_multiplicity": 1, "e_homo_ev": -11.2, "symbols": ["C", "C", "C", "Cl", "C", "C", "C", "O", "C", "O", "C", "C", "S", "C", "I", "I", "N", "S", "C", "Cl", "C", "C", "Cl", "C", "C", "C", "C", "I", "C", "O", "C", "C", "O", "C", "C", "C", "O", "Cl", "P", "O", "O", "O", "H", "H", "H", "H", "H", "H", "H", "H", "H", "H", "H", "H", "H", "H", "H", "H", "H", "H", "H", "H", "H", "H", "H", "H", "H", "H", "H", "H", "H", "H", "H", "H", "H", "H", "H", "H", "C", "C", "C", "O", "C", "C", "C", "O", "O", "O", "H", "H", "H", "H", "C", "C", "C", "O", "C", "C", "C", "O", "O", "O", "H", "H", "H", "H"], "positions_angstrom": [[-1.423, 4.012, 2.742], [-0.755, 3.941, 1.369], [-0.389, 2.695, 0.508], [0.275, 3.491, -0.968], [0.541, 1.525, 1.046], [1.157, 2.083, 2.354], [2.000, 3.351, 2.473], [1.678, 3.862, 3.790], [2.652, 4.668, 4.281], [3.627, 4.260, 4.793], [-0.503, 0.385, 1.588], [-1.778, 0.986, 2.166], [0.052, -0.377, 3.249], [-0.808, -0.892, 0.677], [-1.718, -2.445, 1.952], [-2.871, -0.500, -0.337], [0.319, -1.409, -0.329], [-0.773, -2.192, -1.551], [1.361, -2.660, -0.104], [1.463, -3.857, -1.489], [1.436, -3.678, 1.085], [1.694, -3.251, 2.512], [0.322, -5.077, 1.036], [0.995, -0.196, -1.066], [2.089, -0.632, -2.073], [1.974, -1.358, -3.452], [0.723, -1.743, -4.231], [1.328, -2.283, -6.232], [-0.061, 0.492, -1.964], [0.542, 1.284, -2.967], [-0.267, 1.535, -4.019], [0.483, 1.848, -5.267], [-1.464, 1.505, -3.925], [1.621, 0.843, 0.012], [2.544, -0.069, 0.952], [3.575, 0.243, 2.035], [3.440, -0.327, 3.069], [5.045, 1.149, 1.841], [2.950, 1.914, -0.855], [2.776, 2.439, -2.215], [4.243, 0.971, -0.909], [3.327, 3.061, 0.133], [-1.712, 5.052, 2.883], [-2.345, 3.470, 2.882], [-0.772, 3.808, 3.588], [0.064, 4.649, 1.368], [-1.463, 4.461, 0.722], [-1.311, 2.320, 0.086], [0.349, 2.255, 3.051], [1.738, 1.358, 2.895], [3.057, 3.131, 2.468], [1.835, 4.129, 1.743], [2.448, 5.736, 4.170], [-2.459, 0.219, 2.524], [-1.536, 1.550, 3.056], [-2.359, 1.620, 1.513], [1.385, -0.514, 3.286], [-1.288, -3.254, -0.898], [2.374, -2.303, -0.120], [2.347, -4.201, 0.806], [2.330, -2.377, 2.582], [0.814, -3.128, 3.120], [2.258, -4.059, 2.974], [2.943, -1.085, -1.577], [2.536, 0.303, -2.368], [2.540, -2.285, -3.396], [2.583, -0.802, -4.162], [-0.011, -0.971, -4.419], [0.238, -2.648, -3.910], [-0.680, -0.215, -2.499], [-0.798, 1.090, -1.439], [0.182, 2.828, -5.620], [0.297, 1.080, -6.011], [1.551, 1.884, -5.079], [3.119, -0.712, 0.294], [1.853, -0.719, 1.463], [4.410, 0.779, -1.840], [3.988, 3.628, -0.291], [-0.249, -9.026, -2.108], [0.072, -7.739, -2.273], [1.274, -7.306, -3.073], [1.472, -6.103, -3.183], [2.117, -8.316, -3.659], [1.804, -9.613, -3.496], [0.586, -10.049, -2.714], [0.374, -11.241, -2.634], [2.518, -10.601, -3.994], [-0.631, -6.735, -1.757], [-1.111, -9.346, -1.539], [2.984, -7.994, -4.219], [2.072, -11.431, -3.734], [-0.167, -5.923, -2.034], [-7.619, 5.104, 2.757], [-6.769, 4.109, 2.471], [-5.307, 4.358, 2.197], [-4.611, 3.380, 1.963], [-4.818, 5.715, 2.220], [-5.667, 6.717, 2.505], [-7.128, 6.468, 2.804], [-7.809, 7.437, 3.066], [-5.308, 7.983, 2.547], [-7.130, 2.836, 2.405], [-8.668, 4.935, 2.957], [-3.773, 5.885, 2.005], [-6.112, 8.492, 2.777], [-6.323, 2.335, 2.185]]}

***

No. 2
{"formula": "C4H32N2O12S", "method": "ωB97M-V/def2-TZVPD", "total_charge": -2, "spin_multiplicity": 1, "e_homo_ev": -1.1, "de_lowest_ev": 0.000, "symbols": ["C", "N", "C", "C", "S", "N", "C", "O", "H", "H", "H", "H", "H", "H", "H", "H", "H", "H", "H", "H", "O", "H", "H", "O", "H", "H", "O", "H", "H", "O", "H", "H", "O", "H", "H", "O", "H", "H", "O", "H", "H", "O", "H", "H", "O", "H", "H", "O", "H", "H", "O"], "positions_angstrom": [[2.066, 0.880, -1.937], [2.988, -0.176, -2.398], [0.689, 0.274, -1.670], [-0.241, 0.101, -2.902], [-1.672, 1.251, -3.101], [0.076, 1.079, -0.586], [0.408, 0.546, 0.737], [-0.172, -0.632, 1.129], [2.158, 1.716, -2.621], [2.340, 1.431, -1.031], [2.912, -0.958, -1.760], [3.924, 0.187, -2.270], [0.813, -0.771, -1.369], [-0.647, -0.903, -2.816], [0.297, 0.206, -3.841], [-0.924, 0.991, -0.782], [1.513, 0.472, 0.729], [0.317, 1.378, 1.465], [-1.676, 0.115, 4.177], [-0.959, 1.348, 3.999], [-1.801, 1.066, 4.378], [-1.526, -2.833, -2.768], [-1.654, -2.920, -1.286], [-1.531, -3.496, -2.080], [0.191, -4.136, -1.769], [0.195, -4.131, -0.333], [0.857, -4.161, -1.038], [-2.242, -0.702, -0.574], [-1.278, -1.265, 0.375], [-1.968, -1.601, -0.353], [-3.852, -1.070, 1.119], [-5.038, -0.177, 1.032], [-4.498, -0.627, 1.691], [0.855, -0.599, 3.784], [-0.268, -0.850, 2.657], [-0.052, -0.878, 3.662], [2.005, -2.818, 0.301], [1.439, -1.715, 1.181], [2.142, -1.886, 0.513], [1.751, 3.624, -0.843], [1.109, 4.041, -2.132], [1.979, 3.898, -1.738], [-0.148, 3.296, 0.636], [-1.617, 3.568, 1.011], [-0.698, 3.809, 1.239], [-2.434, 2.076, 0.858], [-2.965, 2.719, -0.466], [-3.077, 2.696, 0.494], [2.970, -1.009, 3.144], [3.273, -1.291, 1.645], [3.670, -1.162, 2.509]]}

***

No. 3
{"formula": "C5H6F2O", "method": "ωB97M-V/def2-TZVPD", "total_charge": 0, "spin_multiplicity": 3, "e_homo_ev": [-4.9, -10.4], "de_lowest_ev": 0.999, "symbols": ["C", "C", "C", "C", "C", "O", "F", "F", "H", "H", "H", "H", "H", "H"], "positions_angstrom": [[0.723, 0.241, -0.838], [-0.489, -0.540, -0.396], [-0.914, -0.685, 1.028], [1.763, 0.225, 0.059], [-1.694, 0.140, 0.011], [2.871, 0.893, 0.029], [-2.888, -0.360, -0.483], [-1.761, 1.459, 0.106], [0.601, 0.755, -1.706], [-0.812, -1.387, -1.046], [-0.424, 0.019, 1.752], [-1.435, -1.467, 1.449], [1.511, -0.475, 0.877], [2.951, 1.182, -0.843]]}

***

No. 4
{"formula": "C16H32FeN8O4S2", "method": "ωB97M-V/def2-TZVPD", "total_charge": 3, "spin_multiplicity": 6, "e_homo_ev": [-17.4, -17.4], "de_lowest_ev": 0.000, "symbols": ["Fe", "N", "C", "C", "C", "C", "N", "H", "H", "H", "H", "H", "H", "H", "H", "H", "H", "H", "H", "C", "C", "C", "N", "N", "C", "N", "S", "H", "H", "H", "H", "H", "H", "H", "C", "C", "S", "O", "O", "C", "C", "N", "C", "N", "C", "C", "N", "O", "O", "C", "H", "H", "H", "H", "H", "H", "H", "H", "H", "H", "H", "H", "H"], "positions_angstrom": [[-0.394, 0.877, 1.103], [0.709, -0.329, -0.213], [2.186, -0.548, 0.051], [2.728, 0.404, 1.115], [2.730, -0.186, 2.527], [1.399, -0.744, 2.994], [0.332, 0.324, 2.971], [0.253, -1.230, -0.362], [0.628, 0.151, -1.108], [2.710, -0.425, -0.894], [2.319, -1.585, 0.356], [2.179, 1.360, 1.069], [3.752, 0.677, 0.861], [3.085, 0.563, 3.239], [3.455, -1.001, 2.572], [1.485, -1.122, 4.012], [1.047, -1.570, 2.372], [0.704, 1.146, 3.449], [-0.445, 0.006, 3.553], [-0.672, 4.641, -2.985], [0.183, 3.650, -2.188], [-0.114, 3.670, -0.727], [-0.189, 2.639, 0.052], [-0.471, 2.920, 1.379], [-0.616, 4.218, 1.597], [-0.891, 4.772, 2.766], [-0.399, 5.143, 0.140], [-0.422, 4.566, -4.041], [-0.476, 5.671, -2.682], [-1.736, 4.436, -2.870], [1.244, 3.890, -2.311], [0.040, 2.629, -2.547], [-1.071, 4.210, 3.583], [-0.989, 5.772, 2.867], [-7.574, 1.390, -4.746], [-7.516, 0.722, -3.376], [-6.290, 1.515, -2.371], [-6.681, 2.861, -2.075], [-4.971, 1.275, -2.941], [-6.273, 0.656, -0.780], [-5.354, -0.569, -0.720], [-4.236, -0.344, 0.242], [-3.001, 0.025, -0.104], [-2.265, 0.259, 1.012], [-3.086, 0.023, 2.102], [-4.288, -0.347, 1.626], [-5.467, -0.653, 2.422], [-6.497, -0.855, 1.822], [-5.284, -0.669, 3.613], [-2.492, 0.166, -1.488], [-8.342, 0.896, -5.338], [-6.626, 1.300, -5.272], [-7.838, 2.442, -4.655], [-7.239, -0.333, -3.438], [-8.453, 0.824, -2.827], [-7.287, 0.450, -0.446], [-5.890, 1.462, -0.149], [-4.882, -0.750, -1.683], [-5.883, -1.463, -0.409], [-2.801, 0.145, 3.133], [-3.223, 0.664, -2.135], [-2.297, -0.813, -1.936], [-1.574, 0.755, -1.486]]}

***

No. 5
{"formula": "C4H13NO", "method": "ωB97M-V/def2-TZVPD", "total_charge": 0, "spin_multiplicity": 1, "e_homo_ev": -8.5, "de_lowest_ev": 1.533, "smiles": "CNC(C)C.O", "symbols": ["C", "N", "C", "C", "C", "H", "H", "H", "H", "H", "H", "H", "H", "H", "H", "H", "O", "H", "H"], "positions_angstrom": [[1.339, 0.693, -0.382], [0.510, -0.444, 0.144], [-0.828, -0.499, -0.369], [-1.036, -0.140, -1.831], [-1.778, 0.470, 0.470], [1.564, 0.490, -1.420], [2.310, 0.630, 0.127], [0.785, 1.617, -0.215], [0.680, -1.002, 0.947], [-1.068, -1.566, -0.366], [-2.106, -0.160, -2.027], [-0.530, -0.768, -2.582], [-0.829, 0.937, -2.013], [-2.846, 0.294, 0.347], [-1.321, 1.386, 0.101], [-1.447, 0.199, 1.459], [2.045, -0.705, 2.909], [2.957, -0.911, 2.630], [1.599, -0.520, 2.072]]}

***

No. 6
{"formula": "C3H4OS3", "method": "ωB97M-V/def2-TZVPD", "total_charge": 0, "spin_multiplicity": 1, "e_homo_ev": -8.9, "de_lowest_ev": 2.124, "symbols": ["C", "C", "C", "H", "H", "H", "H", "O", "S", "S", "S"], "positions_angstrom": [[0.932, 0.136, 0.101], [-1.535, -1.242, 0.373], [-1.767, 1.014, 0.245], [-1.915, -2.248, 0.038], [-1.533, -1.550, 1.432], [-1.700, 1.066, 1.374], [-2.454, 1.930, -0.048], [-2.479, -0.156, -0.070], [2.493, -0.025, 0.233], [0.136, -1.393, -0.387], [-0.026, 1.581, -0.256]]}